Computed, not measured: C25H23F3N4O5SSeSn as an isolated structure, with ωB97M-V/def2-TZVPD.

```
! RIJCOSX wB97M-V def2-TZVPD def2/J DEFGRID3
* xyz 0 1
Sn -1.489 4.649 15.958
O -5.262 2.244 20.410
C -4.491 2.714 19.389
C -4.276 2.038 18.150
C -3.496 2.670 17.184
N -2.884 3.878 17.413
C -3.054 4.481 18.611
C -3.793 3.899 19.610
C -2.384 5.821 18.670
O -2.569 6.620 19.596
O -1.639 6.089 17.608
C -3.267 2.106 15.823
O -3.886 1.094 15.479
O -2.450 2.809 15.029
H -5.701 1.410 20.195
H -4.714 1.029 17.958
H -3.865 4.438 20.596
F 2.894 2.558 14.587
C 3.600 3.218 15.637
F 4.963 3.300 15.394
F 3.397 2.480 16.768
C 2.983 4.579 15.759
C 3.740 5.780 15.530
C 3.050 6.978 15.539
C 1.630 6.970 15.610
N 0.897 5.865 15.815
C 1.545 4.711 15.921
S 0.568 3.256 16.372
H 4.806 5.758 15.324
H 3.658 7.889 15.558
H 1.078 7.907 15.643
C 0.560 12.393 18.297
N 1.496 11.652 19.093
C 1.286 10.351 19.569
Se -0.096 9.234 19.206
N 2.287 10.088 20.442
C 3.069 11.207 20.624
C 4.246 11.324 21.344
C 4.948 12.489 21.122
C 4.520 13.447 20.149
C 3.334 13.305 19.438
C 2.592 12.170 19.743
H -0.280 11.702 18.178
H 1.023 12.534 17.285
H 0.233 13.343 18.762
H 2.372 9.190 20.977
H 4.587 10.521 22.039
H 5.770 12.723 21.757
H 5.140 14.299 19.873
H 3.023 14.066 18.719
C -2.659 8.210 13.395
C -1.897 7.067 14.126
C -0.761 6.762 13.141
C -2.534 5.789 14.497
H -2.113 9.135 13.590
H -3.630 8.428 13.810
H -2.808 8.008 12.294
H -1.441 7.615 14.985
H -1.256 6.679 12.147
H -0.212 5.861 13.258
H -0.048 7.622 13.085
H -2.541 5.059 13.618
H -3.574 5.824 14.887
*
```

## Properties
**HOMO-LUMO gap**: 6.888 eV
**HOMO energy**: -7.4 eV
**E**: -4875.28862 hartree
**LUMO energy**: -0.5 eV
**Relative energy (zero: lowest compared OMol25 entry of this formula, charge and spin)**: 0.00 kJ/mol